[1]
Computed, not measured: 2 unconnected molecules or ions with the total composition C3H9N3O3, with ωB97M-V/def2-TZVPD.

CARTESIAN COORDINATES (ANGSTROEM)
C  2.389  -0.336  0.900
N  2.533  0.872  0.473
O  0.462  -1.004  -0.526
H  0.051  -1.248  -1.367
H  2.793  1.053  -0.486
H  1.969  1.587  0.920
H  2.776  -1.154  0.312
H  1.943  -0.507  1.865
C  -0.370  0.006  0.137
C  -1.851  -0.401  -0.102
N  -2.206  -0.465  -1.447
O  -0.110  1.228  -0.722
N  -2.650  -0.731  0.824
O  -0.025  0.173  1.360
H  -0.549  1.942  -0.242
H  -3.192  -0.628  -1.598
H  -1.819  0.280  -2.008
H  -2.144  -0.669  1.709

## Properties
calculated total energy	-509.6419	Ha
Kohn-Sham gap	8.22	eV
energy relative to the best compared isomer or geometry (same formula, charge and spin)	288.66	kJ/mol

[2]
Computed, not measured: 10 unconnected molecules or ions with the total composition C13H46O10 in a non-equilibrium geometry, with ωB97M-V/def2-TZVPD.

CARTESIAN COORDINATES (ANGSTROEM)
C  1.810  2.719  1.776
C  3.268  2.360  1.633
O  3.618  1.677  2.844
H  1.165  1.850  1.905
H  1.471  3.204  0.860
H  1.666  3.453  2.569
H  3.896  3.188  1.305
H  3.425  1.600  0.867
H  3.330  2.258  3.552
C  1.657  -3.310  -0.781
C  0.676  -4.431  -0.558
O  1.039  -5.141  0.606
H  2.644  -3.765  -0.868
H  1.611  -2.492  -0.061
H  1.425  -2.911  -1.769
H  0.537  -5.084  -1.420
H  -0.322  -4.052  -0.339
H  0.246  -5.656  0.769
C  -1.675  3.424  2.903
C  -2.244  2.699  1.675
O  -3.478  3.256  1.287
H  -1.208  4.393  2.720
H  -0.978  2.722  3.360
H  -2.435  3.565  3.671
H  -2.418  1.664  1.967
H  -1.521  2.631  0.862
H  -3.652  2.970  0.387
C  0.941  -0.954  3.175
O  -0.253  -0.242  3.169
H  0.847  -1.865  3.765
H  1.279  -1.246  2.181
H  1.703  -0.308  3.612
H  -0.577  -0.072  4.056
C  -3.607  2.231  -2.199
O  -4.521  2.024  -1.139
H  -2.553  2.208  -1.923
H  -3.833  1.455  -2.931
H  -3.808  3.141  -2.763
H  -5.391  2.152  -1.523
C  -2.249  -2.892  1.881
O  -2.456  -1.616  2.422
H  -3.125  -3.533  1.786
H  -1.705  -2.747  0.948
H  -1.573  -3.415  2.558
H  -1.586  -1.238  2.570
C  3.428  -1.240  -3.132
O  4.304  -2.268  -2.845
H  2.534  -1.539  -3.679
H  3.034  -0.900  -2.174
H  3.913  -0.429  -3.676
H  4.022  -3.057  -3.313
C  2.653  2.075  -2.362
O  1.627  1.413  -3.023
H  2.499  2.229  -1.294
H  3.648  1.681  -2.570
H  2.712  3.082  -2.776
H  1.821  1.458  -3.962
C  -3.247  -1.719  -2.006
O  -1.970  -2.353  -2.050
H  -4.007  -2.500  -1.989
H  -3.353  -1.083  -1.127
H  -3.497  -1.098  -2.867
H  -1.383  -1.594  -2.093
C  -0.108  0.376  -0.395
O  0.064  -0.262  -1.664
H  0.897  0.353  0.025
H  -0.543  1.372  -0.477
H  -0.810  -0.135  0.265
H  0.673  0.266  -2.186

## Properties
calculated total energy	-1275.1034	Ha
structure (SMILES)	CCO.CCO.CCO.CO.CO.CO.CO.CO.CO.CO
Kohn-Sham gap	9.69	eV
energy relative to the best compared isomer or geometry (same formula, charge and spin)	425.69	kJ/mol

[3]
Computed, not measured: a gas-phase ion, C15H21N2O (charge +1) in a non-equilibrium geometry, with ωB97M-V/def2-TZVPD.

CARTESIAN COORDINATES (ANGSTROEM)
C  -0.628  4.392  0.080
O  -2.045  4.129  -0.060
C  -2.385  2.806  0.470
C  -2.471  2.830  2.073
C  -2.332  1.382  2.775
N  -1.076  0.756  2.206
C  0.190  1.311  2.632
C  1.522  0.770  2.075
C  1.422  -0.410  1.029
C  2.661  -1.063  0.318
C  2.397  -2.198  -0.730
C  0.982  -2.737  -1.119
C  0.687  -3.869  -2.217
C  1.307  -3.526  -3.672
N  2.783  -3.287  -3.652
C  -0.240  -2.105  -0.416
C  0.017  -0.952  0.639
C  -1.264  -0.322  1.278
H  -0.181  4.978  -0.809
H  0.024  3.458  0.204
H  -0.494  5.011  1.047
H  -1.608  2.087  0.037
H  -3.406  2.463  0.044
H  -3.489  3.290  2.344
H  -1.667  3.528  2.488
H  -2.235  1.503  3.922
H  -3.268  0.753  2.546
H  0.263  2.174  3.388
H  2.553  1.183  2.353
H  3.733  -0.707  0.524
H  3.324  -2.617  -1.245
H  -0.462  -3.900  -2.375
H  0.965  -4.920  -1.843
H  0.789  -2.597  -4.130
H  1.098  -4.444  -4.340
H  2.968  -2.282  -3.812
H  3.228  -3.799  -4.433
H  -1.329  -2.417  -0.638
H  -2.334  -0.651  1.018

## Properties
calculated total energy	-768.4233	Ha
charge	+1
structure (SMILES)	COCCC[n+]1ccc2ccc(CCN)cc2c1
Kohn-Sham gap	7.23	eV
energy relative to the best compared isomer or geometry (same formula, charge and spin)	747.71	kJ/mol

[4]
Computed, not measured: 10 unconnected molecules or ions with the total composition C10H36O12 in a non-equilibrium geometry, with ωB97M-V/def2-TZVPD.

CARTESIAN COORDINATES (ANGSTROEM)
C  0.085  0.138  0.141
O  -0.663  0.919  0.862
O  -0.403  -0.341  -0.960
O  1.331  -0.009  0.461
C  -3.296  0.745  3.347
O  -2.099  1.447  3.141
H  -3.055  -0.269  3.693
H  -3.966  1.209  4.072
H  -3.866  0.644  2.415
H  -1.641  1.102  2.335
C  -0.552  -2.055  2.800
O  0.647  -1.329  3.043
H  -0.336  -2.887  2.110
H  -0.973  -2.484  3.712
H  -1.274  -1.408  2.297
H  0.729  -0.687  2.308
C  3.586  -2.059  1.839
O  2.729  -2.555  0.841
H  3.926  -1.035  1.670
H  3.063  -2.063  2.806
H  4.432  -2.737  1.979
H  2.017  -1.903  0.708
C  0.569  -3.569  -1.527
O  -0.649  -2.952  -1.948
H  0.446  -3.937  -0.497
H  0.762  -4.434  -2.165
H  1.374  -2.832  -1.516
H  -0.601  -2.034  -1.602
C  -3.396  -0.569  -2.376
O  -3.208  -0.404  -0.991
H  -2.774  -1.361  -2.798
H  -4.446  -0.806  -2.584
H  -3.233  0.388  -2.891
H  -2.265  -0.136  -0.877
C  -0.279  1.209  -4.019
O  0.240  -0.032  -3.616
H  -1.370  1.116  -4.101
H  -0.076  2.035  -3.327
H  0.142  1.520  -4.977
H  0.118  -0.114  -2.638
C  -2.245  3.245  -1.236
O  -1.376  3.330  -0.125
H  -2.446  2.218  -1.544
H  -3.201  3.733  -1.005
H  -1.758  3.815  -2.036
H  -1.184  2.419  0.234
C  1.695  2.495  3.011
O  2.469  1.409  2.504
H  1.490  3.218  2.217
H  0.723  2.134  3.364
H  2.205  2.938  3.868
H  1.925  1.082  1.734
C  3.364  0.560  -2.375
O  3.764  -0.099  -1.169
H  2.742  1.427  -2.134
H  4.284  0.888  -2.866
H  2.809  -0.137  -3.006
H  2.964  -0.142  -0.608

## Properties
calculated total energy	-1305.4801	Ha
charge	-2
Kohn-Sham gap	7.96	eV
energy relative to the best compared isomer or geometry (same formula, charge and spin)	39.71	kJ/mol

[5]
Computed, not measured: a molecular structure, C27H42CaGeIN2O8S in a non-equilibrium geometry, with ωB97M-V/def2-TZVPD.

CARTESIAN COORDINATES (ANGSTROEM)
Ca  1.082  0.269  0.571
C  -2.420  3.644  -0.334
C  -1.093  3.777  -1.032
N  -0.864  4.971  -1.549
C  0.261  5.174  -2.249
C  1.190  4.193  -2.481
C  2.395  4.530  -3.321
O  2.432  3.827  -4.566
C  0.974  2.917  -1.928
C  1.947  1.866  -2.289
N  2.052  0.732  -1.724
C  3.025  -0.177  -2.255
C  4.254  0.227  -2.759
C  5.152  -0.702  -3.259
C  4.835  -2.053  -3.255
C  3.625  -2.475  -2.721
C  2.741  -1.538  -2.217
I  0.982  -2.191  -1.300
C  -0.177  2.689  -1.152
O  -0.408  1.485  -0.644
H  -2.627  4.562  0.216
H  -2.453  2.813  0.363
H  -3.227  3.515  -1.056
H  0.409  6.171  -2.652
H  3.322  4.268  -2.812
H  2.413  5.608  -3.489
H  1.610  4.012  -5.034
H  2.574  2.093  -3.149
H  4.523  1.276  -2.723
H  6.108  -0.368  -3.641
H  5.534  -2.782  -3.644
H  3.381  -3.528  -2.679
C  -4.312  0.885  -1.467
C  -3.175  -0.064  -1.809
C  -3.729  -1.409  -2.242
C  -2.300  0.504  -2.914
O  -2.416  -0.379  -0.614
Ge  -1.831  0.419  0.809
O  -0.358  1.199  1.895
C  -0.418  2.172  2.954
C  -1.837  2.274  3.494
C  0.516  1.654  4.035
C  0.075  3.522  2.458
O  -1.061  -1.086  1.358
C  -1.625  -2.177  2.117
C  -3.110  -1.937  2.334
C  -1.404  -3.441  1.305
C  -0.877  -2.237  3.435
H  -4.970  1.028  -2.325
H  -4.904  0.483  -0.640
H  -3.922  1.859  -1.174
H  -4.321  -1.297  -3.154
H  -2.913  -2.105  -2.441
H  -4.363  -1.832  -1.460
H  -2.934  0.803  -3.753
H  -1.742  1.367  -2.577
H  -1.585  -0.245  -3.268
H  -2.183  1.292  3.831
H  -1.889  2.964  4.339
H  -2.520  2.637  2.722
H  0.204  0.662  4.364
H  1.538  1.579  3.653
H  0.520  2.332  4.890
H  -0.600  3.946  1.722
H  0.163  4.228  3.287
H  1.062  3.423  1.997
H  -3.639  -1.889  1.378
H  -3.547  -2.743  2.927
H  -3.272  -0.999  2.876
H  -1.811  -3.313  0.299
H  -0.336  -3.661  1.227
H  -1.898  -4.294  1.776
H  -1.096  -1.353  4.040
H  -1.169  -3.127  3.998
H  0.197  -2.264  3.253
C  4.360  -0.515  3.014
S  3.367  -0.588  1.590
O  2.049  -1.132  2.023
O  4.059  -1.398  0.626
O  3.144  0.821  1.148
H  4.460  -1.533  3.388
H  3.885  0.124  3.757
H  5.330  -0.118  2.720

## Properties
multiplicity	2
calculated total energy	-5216.0291	Ha
Kohn-Sham gap (alpha / beta)	7.93 / 6.92	eV

[6]
Computed, not measured: a molecular structure, C2H9N2S2 in a non-equilibrium geometry, with ωB97M-V/def2-TZVPD.

CARTESIAN COORDINATES (ANGSTROEM)
C  -0.216  0.575  -1.173
C  -0.973  -0.569  -0.495
N  1.099  0.872  0.979
N  -0.235  -1.529  0.371
S  2.516  1.587  0.570
S  0.211  1.880  2.009
H  0.257  0.325  -2.164
H  -0.657  1.497  -1.209
H  -1.558  -1.082  -1.198
H  -1.683  -0.063  0.150
H  -0.947  -1.765  1.121
H  0.479  -0.869  0.782
H  0.154  -2.326  -0.146
H  2.783  0.374  -0.180
H  0.679  3.003  1.574

## Properties
calculated total energy	-987.0737	Ha
charge	+1
Kohn-Sham gap (alpha / beta)	8.13 / 7.79	eV
energy relative to the best compared isomer or geometry (same formula, charge and spin)	492.56	kJ/mol

[7]
Computed, not measured: C4H7NO3 in the gas phase in a non-equilibrium geometry, with ωB97M-V/def2-TZVPD.

CARTESIAN COORDINATES (ANGSTROEM)
C  -0.719  1.661  -0.616
N  0.359  0.858  -0.319
C  1.692  1.416  -0.242
C  0.274  -0.567  -0.605
C  0.111  -1.343  0.694
O  -1.229  -1.642  0.934
O  0.929  -1.785  1.431
O  -1.609  1.355  -1.375
H  -0.650  2.653  -0.145
H  1.779  2.493  -0.309
H  2.261  1.044  0.612
H  2.249  1.073  -1.118
H  -0.648  -0.636  -1.119
H  1.117  -0.957  -1.171
H  -1.722  -0.962  1.413

## Properties
calculated total energy	-437.0774	Ha
structure (SMILES)	CN(C=O)CC(=O)O
Kohn-Sham gap	10.36	eV
energy relative to the best compared isomer or geometry (same formula, charge and spin)	173.24	kJ/mol

[8]
Computed, not measured: a molecular structure, C31H41BMnN7P in a non-equilibrium geometry, with ωB97M-V/def2-TZVPD.

CARTESIAN COORDINATES (ANGSTROEM)
Mn  -0.079  0.447  0.067
C  -0.162  0.923  4.298
C  0.502  1.049  3.087
N  -0.262  0.577  2.097
N  -1.424  0.169  2.652
C  -1.384  0.360  3.972
B  -2.671  -0.072  1.761
N  -2.309  -1.221  0.814
C  -2.869  -2.427  0.711
C  -2.034  -3.237  -0.046
C  -0.956  -2.427  -0.372
N  -1.146  -1.203  0.143
N  -2.754  1.237  0.960
C  -3.555  2.282  1.199
C  -3.022  3.392  0.568
C  -1.862  2.932  -0.037
N  -1.709  1.621  0.201
H  0.188  1.217  5.263
H  1.477  1.460  2.904
H  -2.208  0.091  4.602
H  -3.639  -0.297  2.387
H  -3.807  -2.649  1.177
H  -2.190  -4.262  -0.312
H  -0.051  -2.662  -0.902
H  -4.435  2.192  1.801
H  -3.407  4.388  0.559
H  -1.161  3.506  -0.610
C  -0.651  -2.254  -3.635
C  -0.942  -0.750  -3.661
C  -0.817  -0.251  -5.104
P  0.045  0.235  -2.382
C  0.163  1.949  -3.112
C  1.084  2.758  -2.197
C  -1.219  2.593  -3.264
C  1.762  -0.386  -2.427
C  2.448  -0.685  -3.592
C  3.734  -1.230  -3.562
C  4.469  -1.569  -4.806
C  4.317  -1.471  -2.310
C  3.672  -1.153  -1.144
C  2.376  -0.589  -1.161
N  1.716  -0.272  -0.013
C  2.485  -0.238  1.170
C  3.423  0.807  1.368
C  3.622  1.876  0.341
C  4.157  0.850  2.536
C  4.018  -0.111  3.537
C  4.768  0.001  4.812
C  3.129  -1.160  3.307
C  2.370  -1.245  2.156
C  1.491  -2.432  1.939
H  -1.057  -2.702  -4.539
H  -1.129  -2.746  -2.797
H  0.416  -2.466  -3.619
H  -1.983  -0.592  -3.345
H  0.183  -0.377  -5.506
H  -1.120  0.781  -5.228
H  -1.488  -0.849  -5.719
H  0.644  1.869  -4.093
H  0.785  2.640  -1.141
H  1.037  3.819  -2.440
H  2.119  2.435  -2.305
H  -1.897  2.302  -2.462
H  -1.692  2.322  -4.202
H  -1.122  3.676  -3.264
H  1.985  -0.490  -4.548
H  3.892  -1.346  -5.699
H  4.726  -2.629  -4.808
H  5.410  -1.020  -4.845
H  5.298  -1.917  -2.270
H  4.138  -1.364  -0.194
H  2.678  2.147  -0.132
H  4.310  1.525  -0.429
H  4.052  2.766  0.790
H  4.863  1.654  2.677
H  5.778  0.366  4.642
H  4.806  -0.949  5.336
H  4.275  0.721  5.467
H  3.044  -1.946  4.041
H  1.445  -3.034  2.841
H  1.881  -3.058  1.136
H  0.485  -2.120  1.667

## Properties
multiplicity	4
calculated total energy	-3105.9463	Ha
charge	+2
Kohn-Sham gap (alpha / beta)	6.79 / 5.67	eV